# 1
# C5H10O

A single C5H10O molecule (ωB97M-V/def2-TZVPD, OMol25).

The LUMO energy is 0.947 eV. Its HOMO energy is -9.83 eV. As for the HOMO-LUMO gap: 10.7736 eV. The calculation puts the energy above the lowest of the compared OMol25 structures with the same formula, charge and spin at 89.0 kJ/mol. As for the SMILES: C[C@H]1CC[C@H]1O.

```
! RIJCOSX wB97M-V def2-TZVPD def2/J DEFGRID3
* xyz 0 1
C 1.47 -0.91 -0.11
C 0.39 -0.16 0.65
C 0.29 1.36 0.31
C -1.06 1.10 -0.40
C -1.05 -0.35 0.09
O -1.23 -1.27 -0.96
H 1.38 -1.99 0.02
H 1.43 -0.70 -1.18
H 2.47 -0.62 0.26
H 0.47 -0.36 1.72
H 0.21 2.00 1.19
H 1.09 1.74 -0.33
H -1.91 1.71 -0.09
H -0.99 1.14 -1.49
H -1.78 -0.53 0.90
H -1.16 -2.16 -0.59
*
```


# 2
# C13H23HgN4O2P2

A molecular structure, C13H23HgN4O2P2 (ωB97M-V/def2-TZVPD, OMol25).

The LUMO energy (spin up / spin down) is -5.272 / -5.274 eV. Its HOMO energy (spin up / spin down) is -10.57 / -10.56 eV. As for the HOMO-LUMO gap (spin up / spin down): 5.2951 / 5.2897 eV.

```
! RIJCOSX wB97M-V def2-TZVPD def2/J DEFGRID3
* xyz 1 1
Hg -0.41 0.35 1.49
P 1.90 -0.76 0.71
C 2.13 -1.41 -0.89
C 1.01 -1.51 -1.70
N -0.13 -0.81 -1.29
C -1.32 -1.30 -1.70
C -1.38 -2.20 -2.78
C -0.22 -2.58 -3.45
C 1.01 -2.21 -2.94
C -2.61 -0.76 -1.05
P -2.34 0.81 -0.12
H 1.95 -2.57 -3.36
H -2.36 -2.55 -3.10
H -0.25 -3.32 -4.24
H -3.39 -0.62 -1.82
H -3.03 -1.51 -0.34
H 2.80 2.36 -4.13
H 3.12 -1.49 -1.40
H -0.18 4.03 -0.56
O 3.46 2.19 -3.46
H 3.90 3.07 -3.41
H 0.26 0.45 -0.15
O 0.33 4.25 0.23
H 1.16 3.79 -0.07
C -2.39 2.05 -1.45
H -3.33 1.96 -2.02
H -2.37 3.05 -1.00
H -1.53 1.93 -2.13
C -3.93 1.03 0.72
H -3.88 1.97 1.29
H -4.77 1.09 0.02
H -4.09 0.23 1.44
C 2.00 -2.16 1.92
H 3.02 -2.56 2.06
H 1.58 -1.79 2.87
H 1.33 -2.95 1.52
C 3.24 0.40 1.20
H 3.03 0.83 2.20
H 4.25 -0.06 1.22
H 3.25 1.27 0.52
N -0.27 -0.20 3.58
C -0.24 -0.02 4.74
N -0.25 0.25 5.99
C -0.10 -0.65 6.94
N 0.02 -1.36 7.88
*
```


# 3
# C8H17N2

A gas-phase ion, C8H17N2 (charge +1) (ωB97M-V/def2-TZVPD, OMol25).

The LUMO energy is -3.203 eV. Its HOMO energy is -11.32 eV. As for the HOMO-LUMO gap: 8.1199 eV. The calculation puts the energy above the lowest of the compared OMol25 structures with the same formula, charge and spin at 333.3 kJ/mol. As for the SMILES: CC1=C(C)N(C)[C@H](C)[NH2+]C1.

```
! RIJCOSX wB97M-V def2-TZVPD def2/J DEFGRID3
* xyz 1 1
C -0.64 1.47 -2.67
C -0.54 0.70 -1.39
C -0.06 1.13 -0.19
C 0.31 2.47 0.14
N -0.06 0.12 0.86
C 0.05 0.47 2.33
C -0.04 -1.46 0.82
C 1.27 -1.97 1.47
N -0.08 -1.78 -0.65
C -0.87 -0.89 -1.49
H -1.66 1.73 -2.84
H -0.33 0.94 -3.59
H 0.01 2.41 -2.68
H 0.79 2.60 1.13
H -0.70 3.03 0.27
H 0.78 2.96 -0.81
H -0.32 -0.45 2.85
H 1.02 0.48 2.75
H -0.53 1.35 2.72
H -0.98 -1.75 1.42
H 1.14 -3.00 1.54
H 1.62 -1.66 2.51
H 2.03 -1.78 0.74
H -0.43 -2.78 -0.77
H 0.93 -1.87 -0.73
H -2.02 -1.16 -1.26
H -0.70 -1.29 -2.48
*
```


# 4
# C2H11N4

2 unconnected molecules or ions with the total composition C2H11N4 (ωB97M-V/def2-TZVPD, OMol25).

The LUMO energy is -2.928 eV. Its HOMO energy is -13.70 eV. As for the HOMO-LUMO gap: 10.7726 eV. The calculation puts the energy above the lowest of the compared OMol25 structures with the same formula, charge and spin at 36.5 kJ/mol.

```
! RIJCOSX wB97M-V def2-TZVPD def2/J DEFGRID3
* xyz 1 1
C 1.63 1.24 0.78
N 1.46 -0.22 1.05
H 0.70 1.61 0.38
H 1.90 1.74 1.70
H 2.42 1.36 0.04
H 1.10 -0.73 0.20
H 0.73 -0.35 1.75
H 2.32 -0.63 1.42
N -1.82 0.51 -1.37
C -1.05 -0.47 -0.78
N -1.48 -0.85 0.49
N 0.05 -0.97 -1.21
H -1.56 0.70 -2.33
H -2.82 0.36 -1.30
H -2.42 -0.58 0.74
H -1.31 -1.83 0.65
H 0.15 -0.89 -2.21
*
```


# 5
# C48H64BrCsF6N7O7S3Te

A molecular structure, C48H64BrCsF6N7O7S3Te (ωB97M-V/def2-TZVPD, OMol25).

The LUMO energy (spin up / spin down) is 3.492 / 3.487 eV. Its HOMO energy (spin up / spin down) is -0.53 / -3.03 eV. As for the HOMO-LUMO gap (spin up / spin down): 4.0231 / 6.5188 eV.

```
! RIJCOSX wB97M-V def2-TZVPD def2/J DEFGRID3
* xyz -2 2
Cs -0.66 0.13 0.44
C 1.32 2.47 -7.48
C -0.15 2.16 -7.17
C -1.07 3.12 -7.95
C -0.45 0.73 -7.64
C -0.41 2.33 -5.67
C -0.93 1.32 -4.88
C -1.13 1.53 -3.52
Br -1.75 0.00 -2.57
C -0.85 2.74 -2.86
O -0.99 2.87 -1.56
C -0.32 3.78 -3.69
C -0.12 3.53 -5.04
C 0.09 5.13 -3.11
C 0.60 6.09 -4.19
C -1.12 5.81 -2.44
C 1.23 4.94 -2.10
H 1.53 2.33 -8.54
H 1.96 1.80 -6.90
H 1.57 3.49 -7.21
H -0.94 2.99 -9.03
H -0.85 4.16 -7.69
H -2.11 2.92 -7.69
H -0.22 0.65 -8.71
H -1.49 0.47 -7.49
H 0.17 0.00 -7.10
H -1.18 0.35 -5.28
H 0.29 4.33 -5.65
H -0.17 6.27 -4.95
H 1.50 5.71 -4.68
H 0.84 7.05 -3.73
H -1.92 5.94 -3.17
H -0.83 6.80 -2.06
H -1.49 5.23 -1.61
H 2.10 4.48 -2.58
H 0.92 4.33 -1.27
H 1.54 5.91 -1.69
N 0.95 -2.50 3.62
C -0.17 -1.87 3.26
N -0.34 -1.97 1.97
C 0.74 -2.71 1.55
N 1.56 -3.05 2.55
C 0.97 -3.00 0.17
C 2.19 -3.53 -0.25
N 2.55 -3.71 -1.51
C 1.58 -3.34 -2.42
C 0.35 -2.88 -2.05
N -0.03 -2.69 -0.76
H 1.34 -2.62 4.54
H -0.84 -1.39 3.95
H 2.92 -3.81 0.50
H 1.85 -3.45 -3.47
H -0.40 -2.64 -2.80
F -5.09 4.04 0.32
C -4.44 2.86 0.50
F -4.23 2.74 1.83
F -5.32 1.89 0.16
S -2.83 2.71 -0.53
O -2.52 1.37 -0.07
O -3.48 2.95 -1.79
N -2.19 3.90 0.35
S -0.84 3.67 1.08
O -0.01 4.84 1.14
O -0.18 2.40 0.93
C -1.36 3.54 2.88
F -1.90 2.36 3.19
F -2.22 4.50 3.25
F -0.25 3.68 3.64
C 4.49 -0.31 2.36
C 4.82 -0.61 0.90
C 4.11 0.32 -0.08
S 2.38 -0.24 -0.38
O 1.69 -0.13 0.93
C 1.85 1.23 -1.32
C 2.46 1.31 -2.72
C 2.24 0.04 -3.55
H 4.96 -1.03 3.03
H 3.42 -0.34 2.51
H 4.85 0.69 2.64
H 4.54 -1.64 0.67
H 5.90 -0.53 0.75
H 4.59 0.30 -1.06
H 4.06 1.35 0.30
H 2.08 2.10 -0.70
H 0.77 1.13 -1.36
H 3.53 1.52 -2.64
H 1.99 2.15 -3.23
H 2.73 -0.82 -3.11
H 2.64 0.19 -4.56
H 1.18 -0.18 -3.63
C -0.71 -6.26 2.03
C -1.50 -5.04 1.61
O -1.91 -4.23 2.49
N -1.68 -4.87 0.31
Te -2.32 -2.98 0.21
C -3.20 -3.08 -1.77
C -2.94 -3.98 -2.81
C -1.88 -5.05 -2.75
C -3.69 -3.91 -3.98
C -4.71 -2.99 -4.14
C -5.55 -2.93 -5.39
C -4.95 -2.09 -3.12
C -4.19 -2.10 -1.95
C -4.49 -1.04 -0.93
C -4.34 -3.39 1.00
C -5.23 -4.37 0.55
C -4.83 -5.41 -0.47
C -6.53 -4.41 1.05
C -6.97 -3.52 2.01
C -8.38 -3.55 2.54
C -6.06 -2.59 2.51
C -4.76 -2.51 2.02
C -3.84 -1.48 2.62
H -0.81 -6.42 3.11
H 0.33 -6.07 1.78
H -1.04 -7.15 1.49
H -1.25 -4.94 -1.88
H -1.27 -5.03 -3.65
H -2.35 -6.04 -2.69
H -3.47 -4.61 -4.78
H -5.33 -3.75 -6.07
H -5.38 -1.99 -5.92
H -6.62 -2.97 -5.14
H -5.73 -1.34 -3.24
H -4.62 -0.07 -1.41
H -3.65 -0.94 -0.25
H -5.39 -1.26 -0.36
H -3.75 -5.51 -0.50
H -5.19 -5.13 -1.47
H -5.28 -6.37 -0.22
H -7.22 -5.17 0.68
H -8.97 -4.34 2.06
H -8.88 -2.59 2.35
H -8.39 -3.72 3.62
H -6.38 -1.91 3.29
H -4.21 -1.17 3.60
H -3.79 -0.58 1.99
H -2.85 -1.90 2.73
*
```


The largest force on an atom results, record by record, are as follows: 0.33 3.66 4.77 0.73 3.79 eV/Å.